Density functional theory data (ωB97M-V/def2-TZVPD) for an isolated ion of composition C6H12NO2 and charge +1 at a distorted geometry.

Atoms and positions in Å:
1 C -1.57034 0.57439 2.39473
2 O -0.76252 -0.35706 1.70982
3 C -0.39332 -0.32051 0.47959
4 N 0.31774 -1.24009 -0.09996
5 C 0.90254 -2.41126 0.56805
6 O 0.69894 -0.88558 -1.36718
7 C 0.16721 0.46295 -1.65306
8 C 1.32619 1.32435 -2.02208
9 C -0.71384 0.84988 -0.48809
10 H -1.40097 0.51017 3.51980
11 H -2.52731 0.40665 2.07274
12 H -1.20894 1.57785 2.30324
13 H 0.81485 -3.22893 -0.10804
14 H 0.26920 -2.77807 1.28642
15 H 1.84490 -2.06497 0.80871
16 H -0.51681 0.07991 -2.44183
17 H 2.01854 1.40702 -1.26790
18 H 1.05215 2.26597 -2.09455
19 H 1.91608 0.93865 -2.93886
20 H -1.80096 0.93970 -0.52588
21 H -0.43334 1.94898 -0.13568

As for the molecular weight: 130.167 g mol⁻¹. The value obtained for the highest occupied orbital energy is -0.511 hartree. As for the total charge: +1. The calculation puts the total energy at -440.6788 a.u. As for the SMILES: COC1=[N+](C)O[C@H](C)C1. The value obtained for the LUMO energy is -0.113 Eh. The HOMO-LUMO gap is 10.843 eV. The energy relative to the best compared isomer or geometry (same formula, charge and spin) is 2.833 eV.

Mulliken population analysis, charges in e, atoms 1 to 2:
1 C -0.7877
2 O -0.3982